{
  "formula": "C20H20F10IrN3SeSi",
  "method": "wB97M-V/def2-TZVPD",
  "species": ["Ir", "C", "N", "C", "C", "N", "C", "C", "F", "C", "F", "C", "F", "C", "F", "C", "F", "C", "C", "N", "C", "C", "F", "C", "F", "C", "F", "C", "F", "C", "F", "H", "H", "H", "H", "H", "H", "H", "H", "H", "H", "H", "C", "Si", "C", "C", "Se", "H", "H", "H", "H", "H", "H", "H", "H", "H"],
  "coordinates": [[0.169, -0.134, -0.444], [2.060, 0.003, -2.760], [2.040, -0.076, -1.292], [2.628, -1.345, -0.801], [1.709, -2.518, -1.115], [0.360, -1.985, -1.253], [-0.690, -2.859, -1.495], [-1.932, -2.357, -1.917], [-2.089, -1.033, -2.100], [-3.032, -3.147, -2.171], [-4.171, -2.587, -2.582], [-2.958, -4.518, -2.012], [-4.022, -5.293, -2.240], [-1.757, -5.062, -1.612], [-1.655, -6.381, -1.429], [-0.658, -4.255, -1.369], [0.456, -4.896, -0.965], [2.639, 1.105, -0.639], [1.726, 2.294, -0.816], [0.361, 1.822, -0.580], [-0.701, 2.725, -0.676], [-2.004, 2.290, -0.406], [-2.223, 1.001, -0.085], [-3.112, 3.112, -0.425], [-4.311, 2.611, -0.141], [-2.976, 4.454, -0.728], [-4.034, 5.261, -0.751], [-1.711, 4.932, -1.000], [-1.539, 6.221, -1.290], [-0.612, 4.090, -0.979], [0.568, 4.674, -1.262], [3.095, 0.061, -3.106], [1.511, 0.880, -3.095], [1.580, -0.882, -3.170], [2.717, -1.241, 0.278], [3.628, -1.509, -1.219], [1.831, -3.230, -0.296], [1.987, -3.037, -2.040], [3.638, 1.324, -1.032], [2.725, 0.863, 0.419], [1.820, 2.738, -1.809], [2.035, 3.059, -0.098], [-0.039, -1.142, 4.841], [0.301, 0.009, 3.427], [-0.919, 1.411, 3.350], [2.059, 0.638, 3.465], [0.077, -1.356, 1.607], [0.049, -0.604, 5.789], [0.668, -1.973, 4.853], [-1.047, -1.558, 4.778], [-1.001, 1.917, 4.316], [-1.907, 1.037, 3.075], [-0.616, 2.149, 2.603], [2.309, 1.103, 4.423], [2.215, 1.381, 2.679], [2.752, -0.188, 3.297]],
  "mulliken_charge": [0.5998, -0.8755, -0.0572, -0.8744, -0.8983, 0.3705, -0.8942, 0.3482, -0.2791, 0.0867, -0.3049, 0.7245, -0.3127, 0.0355, -0.3015, 0.6752, -0.3155, -0.9429, -0.6632, 0.4286, -0.2274, 0.2861, -0.4202, 0.0150, -0.2866, 0.8364, -0.3042, 0.0096, -0.2918, 0.4900, -0.3476, 0.3355, 0.2844, 0.2538, 0.2742, 0.3635, 0.4234, 0.6417, 0.3456, 0.1266, 0.5180, 0.5180, -1.0437, 0.3573, -0.9148, -1.0144, -0.5138, 0.3270, 0.2996, 0.3058, 0.4186, 0.2700, 0.1786, 0.4400, 0.1920, 0.3042],
  "gap_ev": [6.17, 6.20],
  "multiplicity": 1,
  "max_force_ev_per_a": 1.410,
  "total_energy_ev": -128770.8084,
  "lumo_energy_ha": [-0.0348, -0.0339],
  "e_above_lowest_kj_mol": 93.8,
  "homo_energy_ha": [-0.262, -0.262],
  "total_charge": 0,
  "mol_weight_g_mol": 791.64
}